[1]
One molecule with the formula C4H2F2O in a non-equilibrium geometry, computed with ωB97M-V/def2-TZVPD.

XYZ file:
```
9
Properties=species:S:1:pos:R:3:forces:R:3
F -0.5045 0.7692 2.2413 2.4 -2.3 -3.6
C 0.0751 0.1582 0.9501 -2.4 2.8 2.1
C 0.2570 -1.1303 0.5741 1.3 -0.8 1.7
O 0.3263 -1.0416 -0.8123 0.7 -3.6 0.9
C 0.0377 0.1434 -1.1996 0.3 0.5 -2.0
F -0.1496 0.1819 -2.5022 0.0 0.6 0.0
C 0.0054 1.0403 -0.2348 -3.0 1.9 3.0
H 0.6194 -2.0937 1.1482 -1.2 2.2 -1.7
H -0.6667 1.9726 -0.1648 1.9 -1.4 -0.4
```
Forces are in eV/Å.

Gap between HOMO and LUMO (Eh): 0.389

Atom-resolved charges from Mulliken, all expressed in e: -0.307, 0.586, -0.486, -0.243, 0.551, -0.250, -0.425, 0.296, 0.279



[2]
A 2-piece molecular cluster, C4H2F2O overall in a non-equilibrium geometry, computed with ωB97M-V/def2-TZVPD.

XYZ file:
```
9
Properties=species:S:1:pos:R:3:forces:R:3
C -0.0387 1.0129 -2.0689 -0.6 0.1 -1.2
C 0.7863 0.7544 -1.1046 0.9 0.8 2.7
C 1.3620 0.8478 0.1782 -0.5 -1.2 -2.2
C 1.3163 -0.4918 -0.2805 0.6 -1.7 0.3
O -1.7800 0.2671 1.0733 -1.5 -0.2 1.4
F 0.4227 -1.4218 0.1230 0.7 0.9 -0.3
F 2.3549 -1.1997 -0.8315 -1.1 1.1 0.7
H -2.2951 0.8925 1.6813 1.0 -1.7 -1.3
H -2.1283 -0.6613 1.2296 0.5 1.9 -0.1
```
Forces are in eV/Å.

Gap between HOMO and LUMO (alpha / beta) (Eh): 0.298 / 0.293
Expectation value of S²: 2.05
Multiplicity: 3

Atom-resolved charges from Mulliken, all expressed in e: -0.259, 0.333, -0.522, 0.812, -0.605, -0.176, -0.204, 0.309, 0.313



[3]
C4H2FNO2 as an isolated structure in a non-equilibrium geometry, computed with ωB97M-V/def2-TZVPD.

XYZ file:
```
10
Properties=species:S:1:pos:R:3:forces:R:3
C 0.7597 -1.7930 0.0440 0.8 -3.4 0.6
C -1.1542 -0.1703 0.1496 0.9 1.1 -1.2
C 0.1262 -0.6126 0.0906 -0.2 6.6 -0.4
C 1.3956 0.9055 -0.0832 -3.3 -3.5 0.4
N 1.2555 -2.8392 0.0419 0.0 0.6 -0.2
O 1.9980 1.2303 -1.0081 0.8 0.2 -1.4
O -1.4412 1.1434 -0.1505 3.4 -0.5 1.3
F 1.4064 1.4862 1.0721 0.0 0.4 1.2
H -2.0692 -0.6717 0.3458 -0.2 -1.3 0.2
H -2.2768 1.3214 -0.5022 -2.2 -0.2 -0.5
```
Forces are in eV/Å.

Gap between HOMO and LUMO (Eh): 0.362

Atom-resolved charges from Mulliken, all expressed in e: 0.353, -0.038, -0.126, 0.478, -0.439, -0.358, -0.483, -0.177, 0.434, 0.356



[4]
C4H2GaO as an isolated structure in a non-equilibrium geometry, computed with ωB97M-V/def2-TZVPD.

XYZ file:
```
8
Properties=species:S:1:pos:R:3:forces:R:3
C 1.8551 0.0038 1.7633 -0.1 1.4 -0.4
C 1.4065 0.4880 0.7014 -0.8 -2.0 1.3
C 0.3881 0.1531 -0.0691 -1.1 0.7 -1.7
C -0.6005 -0.1405 -0.9473 4.8 -2.4 1.6
O -1.6120 0.5828 -1.1713 2.2 3.0 0.4
Ga -3.1797 0.2737 -1.5518 -5.5 -0.8 -1.2
H 2.1898 -0.2608 2.7554 0.5 -0.2 -0.1
H -0.4473 -1.1001 -1.4805 0.0 0.4 0.2
```
Forces are in eV/Å.

Total charge: +2
Gap between HOMO and LUMO (alpha / beta) (Eh): 0.270 / 0.184
Expectation value of S²: 0.81
Multiplicity: 2

Atom-resolved charges from Mulliken, all expressed in e: 0.195, -0.356, 0.538, 0.081, -0.009, 0.756, 0.431, 0.364



[5]
C4H2HgO2 as an isolated structure in a non-equilibrium geometry, computed with ωB97M-V/def2-TZVPD.

XYZ file:
```
9
Properties=species:S:1:pos:R:3:forces:R:3
O -1.3167 1.5731 -0.2084 -2.0 1.7 0.5
C -1.8705 0.3478 -0.0970 -0.3 -2.2 -0.3
C -1.0759 -0.8000 -0.0464 -0.5 0.4 0.8
C 0.1500 -1.0484 0.4103 5.0 0.1 -0.6
H -2.9650 0.3142 -0.1780 0.4 0.2 0.0
C 1.7642 -0.5995 0.2904 -4.1 -3.5 2.4
O 2.2314 0.1910 -0.6943 1.5 0.0 -1.3
Hg 0.5403 1.1260 -0.3698 1.0 3.4 -1.3
H 2.5423 -1.1041 0.8933 -0.9 0.0 -0.2
```
Forces are in eV/Å.

Total charge: -1
Gap between HOMO and LUMO (alpha / beta) (Eh): 0.188 / 0.200
Expectation value of S²: 0.79
Multiplicity: 2

Atom-resolved charges from Mulliken, all expressed in e: -0.670, 0.095, -0.640, -0.157, 0.342, -0.350, -0.658, 0.730, 0.308



[6]
One molecule with the formula C4H2IN in a non-equilibrium geometry, computed with ωB97M-V/def2-TZVPD.

XYZ file:
```
8
Properties=species:S:1:pos:R:3:forces:R:3
C -0.5701 -1.5665 0.0159 0.7 -2.7 0.7
C 0.4005 -2.4283 0.2060 -3.2 1.2 -0.4
C 1.7748 -0.6893 -0.2441 2.1 0.1 -0.2
C -0.5551 -0.2497 -0.0417 0.7 0.3 4.5
N 1.5107 -1.8694 -0.0791 2.2 -0.1 -0.1
I 3.6781 0.1236 0.0380 -0.3 0.2 -0.1
H -1.2237 0.2725 -0.5687 -2.0 2.2 -2.6
H -0.2866 0.3177 0.9550 -0.2 -1.1 -1.7
```
Forces are in eV/Å.

Gap between HOMO and LUMO (alpha / beta) (Eh): 0.264 / 0.281

Atom-resolved charges from Mulliken, all expressed in e: 0.360, -0.097, -0.117, -0.822, -0.062, 0.141, 0.355, 0.242